# C28H40F5O3SeTeV

C28H40F5O3SeTeV as an isolated structure (ωB97M-V with the def2-TZVPD basis set, the Open Molecules 2025 dataset).

Each line ends with the Mulliken charge.
Element x y z (Å)
V  0.1350  -0.2752  -0.3032  2.0815
C  4.1638  -6.0265  -3.4356  -1.5829
C  3.9055  -4.6681  -4.1052  1.6767
C  3.0196  -4.8833  -5.3323  -2.0725
C  5.2365  -4.0480  -4.5625  -1.5349
C  3.2642  -3.7264  -3.0938  -0.2594
C  2.0090  -3.1421  -3.3142  -0.3918
C  1.5205  -2.2791  -2.3693  0.0053
Se  -0.2022  -1.4181  -2.5388  0.2046
C  -1.3030  -2.7649  -1.6696  -0.1518
C  -1.8826  -3.7793  -2.3734  -0.5914
C  -2.6604  -4.7221  -1.6745  -0.1365
C  -2.8029  -4.5589  -0.2994  -0.3728
C  -2.2505  -3.5202  0.4525  -0.3875
C  -1.4950  -2.6016  -0.2831  0.8871
O  -0.9372  -1.4635  0.2139  -0.4813
C  -2.4745  -3.5016  1.9648  1.7645
C  -1.8692  -4.7912  2.5490  -1.5561
C  -1.8361  -2.3099  2.6796  -1.8944
C  -3.9892  -3.4721  2.2371  -1.6027
C  -3.3375  -5.8899  -2.3773  1.7758
C  -2.7792  -7.1993  -1.7944  -1.5586
C  -4.8527  -5.8120  -2.1254  -1.5698
C  -3.0872  -5.8759  -3.8853  -2.0579
C  2.2490  -1.9389  -1.2271  0.8600
O  1.6553  -0.9400  -0.4900  -0.9546
C  3.4788  -2.5185  -0.9396  -0.6067
C  3.9324  -3.4127  -1.9132  -0.2459
C  4.3298  -2.2679  0.3087  1.9306
C  4.5767  -3.6186  0.9990  -1.6172
C  3.6906  -1.3278  1.3336  -1.9073
C  5.6686  -1.6558  -0.1365  -1.6005
H  4.6272  -6.7024  -4.1541  0.4715
H  3.2309  -6.4791  -3.0945  0.3695
H  4.8364  -5.9415  -2.5815  0.3317
H  3.5261  -5.5550  -6.0239  0.4348
H  2.8314  -3.9509  -5.8691  0.3928
H  2.0651  -5.3465  -5.0710  0.3824
H  5.7095  -4.7010  -5.2958  0.4685
H  5.9351  -3.9193  -3.7349  0.3342
H  5.0747  -3.0744  -5.0284  0.3615
H  1.4385  -3.3614  -4.2059  0.6416
H  -1.7605  -3.8480  -3.4457  0.6770
H  -3.3938  -5.2906  0.2327  0.5638
H  -0.7941  -4.8417  2.3660  0.3538
H  -2.3290  -5.6877  2.1339  0.3360
H  -2.0314  -4.8065  3.6268  0.4704
H  -0.7493  -2.2971  2.5708  0.2446
H  -2.0474  -2.3998  3.7447  0.5727
H  -2.2509  -1.3567  2.3487  0.3073
H  -4.4994  -4.3421  1.8255  0.3154
H  -4.4496  -2.5748  1.8211  0.3995
H  -4.1569  -3.4726  3.3141  0.4726
H  -2.9760  -7.2925  -0.7258  0.3343
H  -1.7018  -7.2728  -1.9537  0.3688
H  -3.2539  -8.0454  -2.2912  0.4698
H  -5.0980  -5.8794  -1.0652  0.3251
H  -5.3443  -6.6438  -2.6298  0.4689
H  -5.2695  -4.8830  -2.5176  0.3693
H  -2.0246  -5.9640  -4.1235  0.3804
H  -3.4894  -4.9771  -4.3579  0.4082
H  -3.5905  -6.7295  -4.3372  0.4305
H  4.8905  -3.8832  -1.7393  0.5598
H  3.6385  -4.0759  1.3191  0.3669
H  5.1965  -3.4629  1.8821  0.4761
H  5.0974  -4.3248  0.3532  0.3359
H  2.7405  -1.7159  1.7109  0.2846
H  3.5494  -0.3186  0.9460  0.3052
H  4.3610  -1.2470  2.1889  0.5562
H  6.2149  -2.3139  -0.8118  0.3113
H  6.2949  -1.4844  0.7393  0.4742
H  5.5164  -0.6988  -0.6382  0.3759
F  0.5539  4.0312  -0.1906  -0.3151
Te  -0.5399  2.6266  -0.5096  2.1071
F  0.4464  2.0855  -1.9844  -0.4155
F  -1.5353  0.9731  -0.9362  -0.5028
F  -1.6455  3.5113  -1.6386  -0.3109
F  -1.6645  2.9973  0.8676  -0.3354
O  0.3977  1.3374  0.4799  -0.7816

The calculation puts the HOMO energy (alpha / beta) at -15.0 / -15.0 eV. For the molar mass, the calculation gives 777.12 g/mol. Its net charge is +2. Its spin multiplicity is 1. The relative energy (zero: lowest compared OMol25 entry of this formula, charge and spin) comes out at 0.0 kJ/mol. For the electronic energy, the calculation gives -5428.8629 a.u. As for the HOMO-LUMO gap (alpha / beta): 0.20252 / 0.20290 Eh.



# C2HBaF5NO5S2

C2HBaF5NO5S2 as an isolated structure in a non-equilibrium geometry (ωB97M-V with the def2-TZVPD basis set, the Open Molecules 2025 dataset).

Each line ends with the Mulliken spin population.
Element x y z (Å)
N  -0.4316  0.0808  -0.0638  0.0000
S  -1.1653  -0.3065  -1.4786  0.0000
O  -2.6037  -0.0905  -1.5499  0.0000
O  -0.3391  0.5032  -2.4494  0.0000
C  -0.4010  -2.0125  -1.9138  0.0000
F  -0.4583  -2.7779  -0.8044  0.0000
F  -1.2740  -2.5663  -2.7913  0.0000
S  1.2526  0.8487  -0.0409  0.0001
O  2.0551  -0.0500  -0.9617  -0.0002
O  1.8029  0.7954  1.3238  -0.0008
Ba  1.6556  -0.8715  -3.1137  0.0000
C  -0.9917  0.1193  1.3329  0.0001
F  -0.3581  -0.7762  2.0906  0.0000
F  -1.0154  1.2729  2.0022  0.0001
F  -2.2624  -0.2723  1.2263  0.0000
O  2.3046  3.3813  3.9604  1.0216
H  2.2299  2.7220  3.2313  -0.0210

The calculation puts the HOMO energy at -8.9 eV. For the molar mass, the calculation gives 415.48 g/mol. Its spin multiplicity is 2. For the electronic energy, the calculation gives -1828.8495 a.u. As for the HOMO-LUMO gap: 0.27362 Eh.



# C5H7NO

A 2-piece molecular cluster, C5H7NO overall (ωB97M-V with the def2-TZVPD basis set, the Open Molecules 2025 dataset).

Each line ends with the Mulliken charge.
Element x y z (Å)
C  -0.0537  0.1381  0.3894  0.6411
C  1.1996  -0.1631  0.2795  -0.1953
C  2.4082  -0.3803  -0.4989  -0.3308
N  2.3589  -0.5252  0.9791  -0.5084
C  -1.3027  0.4609  0.4449  -0.0007
C  -2.4448  1.3311  0.5056  -0.3039
O  -2.5354  -0.1249  0.4527  -0.3965
H  2.9079  0.4899  -0.9236  0.2198
H  2.5441  -1.3130  -1.0413  0.2104
H  2.7922  0.2504  1.4746  0.2536
H  -2.7864  1.8384  -0.3955  0.2042
H  -2.7509  1.7728  1.4535  0.2174
H  -1.4385  -1.7686  -1.3338  -0.1515
H  -0.8986  -2.0065  -1.7862  0.1407

The calculation puts the HOMO energy at -8.8 eV. For the molar mass, the calculation gives 97.12 g/mol. Its spin multiplicity is 1. The SMILES is C(=C1CN1)=C1CO1.[H][H]. The relative energy (zero: lowest compared OMol25 entry of this formula, charge and spin) comes out at 581.9 kJ/mol. For the electronic energy, the calculation gives -324.5028 a.u. As for the HOMO-LUMO gap: 0.35929 Eh.



# C5H7N4

An isolated ion of composition C5H7N4 and charge +1 in a non-equilibrium geometry (ωB97M-V with the def2-TZVPD basis set, the Open Molecules 2025 dataset).

Each line ends with the Mulliken spin population.
Element x y z (Å)
C  -2.1293  -1.1164  -0.8193  0.0261
C  -2.2776  0.7251  0.6206  0.0296
C  -0.0802  -0.1393  -0.0120  0.6573
C  2.3079  0.6460  0.0634  0.0011
C  -1.4906  0.0993  -0.4560  -0.0630
N  -2.7390  -2.0192  -1.1646  -0.0034
N  -2.9074  1.2552  1.3969  0.0157
N  0.1898  -1.2303  0.6906  0.5886
N  0.9428  0.6084  -0.4418  0.7131
H  2.8432  1.6090  -0.2907  0.0071
H  2.9409  -0.1731  -0.4503  0.0539
H  2.5306  0.7524  1.1628  0.0190
H  -1.4532  0.7668  -1.3706  0.0013
H  -0.4949  -1.9720  0.9877  -0.0182
H  1.0453  -1.0373  1.3718  0.0045
H  0.7717  1.2254  -1.2885  -0.0328

The calculation puts the HOMO energy (alpha / beta) at -11.8 / -16.0 eV. For the molar mass, the calculation gives 123.14 g/mol. Its net charge is +1. Its spin multiplicity is 3. The relative energy (zero: lowest compared OMol25 entry of this formula, charge and spin) comes out at 148.4 kJ/mol. For the electronic energy, the calculation gives -413.2661 a.u. As for the HOMO-LUMO gap (alpha / beta): 0.29122 / 0.24910 Eh.



# C2H4BrClO2

An isolated molecule of C2H4BrClO2 in a non-equilibrium geometry (ωB97M-V with the def2-TZVPD basis set, the Open Molecules 2025 dataset).

Each line ends with the Mulliken charge.
Element x y z (Å)
O  -0.4014  -0.9190  -1.6040  -0.4496
C  -0.7449  -0.5715  -0.2919  -0.7225
C  0.1526  0.5399  0.3672  0.6014
O  0.1279  0.6958  1.6591  -0.4340
Cl  0.1737  2.0448  -0.5404  -0.1252
Br  2.0894  -0.2446  0.0427  -0.2716
H  0.3186  -1.5090  -1.4305  0.3543
H  -1.6800  0.0099  -0.4559  0.3071
H  -0.8591  -1.4762  0.3170  0.3118
H  0.8232  1.4300  1.9367  0.4283

The calculation puts the HOMO energy at -10.1 eV. For the molar mass, the calculation gives 175.41 g/mol. Its spin multiplicity is 1. The SMILES is OC[C@](O)(Cl)Br. The relative energy (zero: lowest compared OMol25 entry of this formula, charge and spin) comes out at 47.2 kJ/mol. For the electronic energy, the calculation gives -3263.2610 a.u. As for the HOMO-LUMO gap: 0.38596 Eh.



# C42H46Cl3CoN4O

C42H46Cl3CoN4O as an isolated structure in a non-equilibrium geometry (ωB97M-V with the def2-TZVPD basis set, the Open Molecules 2025 dataset).

Each line ends with the Mulliken spin population.
Element x y z (Å)
Co  -0.2022  0.0922  -0.1420  1.8782
C  4.1583  -1.4598  3.0296  0.0151
C  2.8957  -1.8463  3.8124  -0.0053
C  1.7860  -1.9321  2.8195  0.0968
C  1.4468  -2.9948  2.0004  0.0602
C  1.8439  -4.4244  2.1454  -0.0034
C  0.7129  -5.2382  2.7783  0.0114
C  0.6429  -2.4622  0.9540  0.1833
N  0.4549  -1.1319  1.1349  0.0284
C  1.1070  -0.7931  2.3022  0.1121
C  0.9476  0.4306  2.9445  0.0469
C  0.0737  1.3999  2.4739  0.1875
C  -0.5431  2.4425  3.2533  -0.0142
C  -0.2193  2.7198  4.6828  0.0020
C  -0.8657  1.6846  5.6080  0.0019
C  -1.4877  3.0225  2.4545  0.0626
C  -1.3422  2.4326  1.1416  0.0517
C  -1.7999  2.9312  -0.0478  0.1466
C  -1.1600  2.5787  -1.2684  0.2583
N  -0.3939  1.4712  -1.4258  -0.0831
C  0.3038  1.6304  -2.5956  0.1687
C  1.0555  0.6087  -3.1859  0.0275
C  1.0454  -0.6867  -2.6991  0.1790
N  0.5170  -1.0387  -1.4937  -0.0210
C  0.4833  -2.4175  -1.4565  0.0244
C  0.3864  -3.1212  -0.2818  0.1627
C  0.9143  -2.9410  -2.7355  0.0524
C  1.3872  -1.8737  -3.4488  -0.0234
C  2.1972  -1.8860  -4.7057  0.0125
C  1.4476  -1.4565  -5.9688  -0.0001
C  0.8534  -4.3662  -3.1727  -0.0087
C  -0.1820  -4.5523  -4.2880  0.0095
C  0.0017  2.9001  -3.1649  0.1102
C  -0.9721  3.4664  -2.3563  0.0468
C  -1.6113  4.8048  -2.4854  0.0002
C  -0.8092  5.8562  -1.7153  0.0098
C  0.7606  3.5379  -4.2770  -0.0064
C  2.1104  4.0233  -3.7280  0.0171
N  -0.4168  1.4109  1.2094  0.0085
C  -2.4240  4.1274  2.8063  0.0046
C  -1.7802  5.4969  2.5741  0.0102
H  5.0092  -1.3288  3.6928  -0.0012
H  3.9886  -0.5340  2.4818  -0.0018
H  4.3861  -2.2366  2.3032  -0.0016
H  2.6814  -1.0862  4.5656  -0.0006
H  3.0505  -2.7944  4.3309  0.0007
H  2.7382  -4.4916  2.7690  0.0006
H  2.0802  -4.8440  1.1648  0.0034
H  0.4192  -4.7946  3.7266  -0.0005
H  1.0331  -6.2607  2.9702  -0.0008
H  -0.1563  -5.2551  2.1222  -0.0023
H  1.4274  0.5747  3.8996  0.0009
H  -0.5632  3.7207  4.9517  -0.0010
H  0.8666  2.7010  4.8162  -0.0016
H  -1.9480  1.7008  5.5004  -0.0001
H  -0.6101  1.8986  6.6434  0.0004
H  -0.5179  0.6842  5.3602  -0.0035
H  -2.5042  3.7474  -0.0591  0.0203
H  1.5446  0.8073  -4.1262  0.0067
H  0.3861  -4.1996  -0.2848  0.0203
H  2.5829  -2.8985  -4.8469  -0.0001
H  3.0558  -1.2211  -4.5621  -0.0071
H  0.5947  -2.1050  -6.1509  0.0016
H  2.1163  -1.5076  -6.8263  -0.0001
H  1.0842  -0.4356  -5.8873  -0.0011
H  0.5756  -5.0032  -2.3335  0.0016
H  1.8324  -4.6879  -3.5401  0.0027
H  -1.1623  -4.2276  -3.9474  -0.0023
H  -0.2424  -5.6002  -4.5760  -0.0003
H  0.0893  -3.9656  -5.1614  -0.0013
H  -2.6285  4.7662  -2.0920  -0.0005
H  -1.6705  5.0861  -3.5393  0.0024
H  -1.2766  6.8355  -1.7983  -0.0004
H  0.2007  5.9166  -2.1141  0.0000
H  -0.7450  5.5899  -0.6609  -0.0019
H  0.1961  4.3818  -4.6782  -0.0006
H  0.9366  2.8274  -5.0891  0.0032
H  2.6911  4.5158  -4.5047  -0.0003
H  2.6850  3.1823  -3.3414  0.0012
H  1.9496  4.7276  -2.9127  -0.0037
H  -2.6983  4.0387  3.8599  0.0010
H  -3.3327  4.0371  2.2086  -0.0001
H  -0.8714  5.5857  3.1639  0.0000
H  -2.4597  6.2955  2.8603  0.0003
H  -1.5192  5.6294  1.5273  -0.0020
Cl  -4.3977  -5.1787  2.6878  0.0022
C  -3.7401  -3.8027  1.8906  0.0230
C  -3.6179  -2.5966  2.5665  -0.0111
C  -3.0445  -1.5229  1.9187  0.0192
Cl  -2.8209  -0.0470  2.7660  0.0045
C  -2.6246  -1.5667  0.5586  -0.0050
O  -2.1220  -0.5667  -0.0550  0.0994
C  -2.8658  -2.8096  -0.0928  0.0206
Cl  -2.5659  -2.8869  -1.7796  0.0047
C  -3.3680  -3.9116  0.5589  -0.0097
H  -3.9661  -2.4861  3.5812  -0.0003
H  -3.4857  -4.8430  0.0312  -0.0002

The calculation puts the HOMO energy (alpha / beta) at -5.4 / -7.2 eV. For the molar mass, the calculation gives 788.15 g/mol. Its spin multiplicity is 5. For the electronic energy, the calculation gives -4685.6695 a.u. As for the HOMO-LUMO gap (alpha / beta): 0.17065 / 0.16893 Eh.



Q: What is the molar mass in the fourth record?
A: 123.14 g/mol



Copy entry 5 word for word.
# C2H4BrClO2

An isolated molecule of C2H4BrClO2 in a non-equilibrium geometry (ωB97M-V with the def2-TZVPD basis set, the Open Molecules 2025 dataset).

Each line ends with the Mulliken charge.
Element x y z (Å)
O  -0.4014  -0.9190  -1.6040  -0.4496
C  -0.7449  -0.5715  -0.2919  -0.7225
C  0.1526  0.5399  0.3672  0.6014
O  0.1279  0.6958  1.6591  -0.4340
Cl  0.1737  2.0448  -0.5404  -0.1252
Br  2.0894  -0.2446  0.0427  -0.2716
H  0.3186  -1.5090  -1.4305  0.3543
H  -1.6800  0.0099  -0.4559  0.3071
H  -0.8591  -1.4762  0.3170  0.3118
H  0.8232  1.4300  1.9367  0.4283

The calculation puts the HOMO energy at -10.1 eV. For the molar mass, the calculation gives 175.41 g/mol. Its spin multiplicity is 1. The SMILES is OC[C@](O)(Cl)Br. The relative energy (zero: lowest compared OMol25 entry of this formula, charge and spin) comes out at 47.2 kJ/mol. For the electronic energy, the calculation gives -3263.2610 a.u. As for the HOMO-LUMO gap: 0.38596 Eh.



Q: Which formula does entry 4 have?
A: C5H7N4



Q: What is the electronic energy in the fifth record?
A: -3263.2610 a.u.